DFT (the ωB97M-V functional and the def2-TZVPD basis) results for 6 unconnected molecules or ions with the total composition C25H40ClN2O22PS5 in a non-equilibrium geometry.

Each line ends with the Löwdin charge.
Atoms and positions in Å:
C 3.716 1.007 -0.471  -0.1360
C 2.364 0.478 -0.961  -0.2894
C 2.021 0.880 -2.381  -0.5969
Cl 3.486 0.603 -3.411  0.6600
C 0.861 0.198 -3.086  -0.1714
C 0.143 -0.883 -2.564  -0.0065
C -0.825 -1.534 -3.338  -0.0926
C -1.156 -1.127 -4.598  0.0476
C -0.517 0.002 -5.099  -0.2750
N -0.925 0.511 -6.359  0.0847
C 0.485 0.664 -4.362  -0.2416
P 1.270 2.207 -5.018  0.9931
C 1.729 2.003 -6.777  -0.4267
C 2.580 3.213 -7.218  -0.1608
C -0.060 3.469 -4.959  -0.4075
C -0.327 3.859 -3.504  -0.1685
C -1.335 -2.702 -2.584  -0.3862
O -2.397 -3.267 -2.647  0.1180
N -0.318 -2.968 -1.648  0.1824
C 0.133 -1.653 -1.266  -0.3469
O 0.240 -1.341 -0.115  0.1099
H 3.726 0.939 0.616  0.0756
H 3.901 2.027 -0.799  0.0712
H 4.501 0.341 -0.817  0.0444
H 2.410 -0.607 -0.884  0.0882
H 1.596 0.815 -0.268  0.0966
H 1.842 1.956 -2.406  0.0768
H -1.917 -1.650 -5.162  0.1285
H -0.226 0.306 -7.064  0.0782
H -1.763 0.025 -6.655  0.0844
H 2.314 1.086 -6.863  0.0744
H 0.883 1.893 -7.455  0.0508
H 3.600 2.904 -7.437  0.0662
H 2.149 3.703 -8.086  0.0662
H 2.671 3.936 -6.406  0.0470
H 0.369 4.329 -5.479  0.0735
H -0.983 3.173 -5.459  0.0689
H -0.789 3.027 -2.968  0.0667
H 0.613 4.061 -2.993  0.0398
H -0.968 4.735 -3.440  0.0726
H -0.627 -3.504 -0.843  0.1509
O 1.892 3.042 0.796  -0.2140
S 1.075 4.120 0.366  0.5888
O 1.427 4.895 -0.768  -0.2173
O 0.818 5.061 1.626  -0.1813
C -0.589 5.193 1.884  -0.1437
C -1.179 3.894 1.375  -0.1446
O -0.426 3.617 0.180  -0.1920
H -0.967 6.053 1.328  0.1339
H -0.750 5.345 2.947  0.1377
H -2.235 3.976 1.133  0.1414
H -1.028 3.069 2.069  0.1135
O 4.547 -2.199 -0.095  -0.2157
S 4.517 -3.183 0.928  0.5939
O 5.719 -3.682 1.487  -0.2146
O 3.596 -4.393 0.436  -0.1867
C 2.539 -4.638 1.377  -0.1479
C 2.268 -3.279 1.992  -0.1450
O 3.578 -2.704 2.125  -0.1837
H 2.893 -5.356 2.119  0.1355
H 1.681 -5.047 0.852  0.1312
H 1.803 -3.341 2.972  0.1239
H 1.670 -2.643 1.338  0.1072
O -4.035 2.053 4.149  -0.2230
S -2.771 1.661 4.665  0.5751
O -2.041 2.518 5.531  -0.2325
O -1.847 1.254 3.428  -0.2136
C -1.350 -0.093 3.592  -0.1305
C -2.433 -0.784 4.389  -0.1414
O -2.869 0.229 5.331  -0.1778
H -0.404 -0.047 4.136  0.1249
H -1.188 -0.547 2.618  0.1343
H -2.064 -1.653 4.917  0.1022
H -3.273 -1.061 3.756  0.0988
O -0.329 -2.642 5.659  -0.2270
S 0.979 -2.793 6.197  0.5881
O 1.751 -3.940 5.890  -0.2090
O 0.896 -2.579 7.770  -0.1783
C 1.778 -1.520 8.185  -0.1436
C 1.824 -0.594 6.985  -0.1444
O 1.838 -1.495 5.863  -0.1921
H 2.756 -1.948 8.406  0.1362
H 1.373 -1.044 9.073  0.1379
H 2.714 0.027 6.956  0.1393
H 0.933 0.034 6.922  0.1344
O -5.362 -4.239 2.056  -0.2060
S -4.905 -3.061 1.417  0.5969
O -3.961 -2.207 2.053  -0.2303
O -6.170 -2.214 0.943  -0.1826
C -6.086 -1.941 -0.469  -0.1463
C -5.326 -3.127 -1.028  -0.1563
O -4.334 -3.397 -0.027  -0.1916
H -5.537 -1.008 -0.604  0.1350
H -7.085 -1.841 -0.881  0.1354
H -4.829 -2.911 -1.969  0.1193
H -5.967 -4.003 -1.139  0.1371

## Properties
SMILES: CC[C@@H](Cl)c1c2c(cc(N)c1P(CC)CC)C(=O)NC2=O.O=S1(=O)OCCO1.O=S1(=O)OCCO1.O=S1(=O)OCCO1.O=S1(=O)OCCO1.O=S1(=O)OCCO1
Maximum force in eV/A: 1.3
E_tot in eV: -150582.9287
HOMO energy in hartree: -0.290
Total charge: 0
Gap between HOMO and LUMO in eV: 7.58
LUMO level in hartree: -0.0110